(1)
{"formula": "C27H49N2O21S5", "method": "ωB97M-V/def2-TZVPD", "e_homo_ev": -11.6, "gap_ev": 7.7374, "total_energy_ha": -4737.85438, "multiplicity": 1, "charge": 1, "symbols": ["C", "C", "C", "C", "C", "C", "N", "C", "C", "O", "C", "C", "C", "C", "C", "C", "N", "C", "C", "C", "H", "H", "H", "H", "H", "H", "H", "H", "H", "H", "H", "H", "H", "H", "H", "H", "H", "H", "H", "H", "H", "H", "H", "H", "H", "H", "H", "H", "H", "C", "C", "O", "S", "O", "O", "O", "H", "H", "H", "H", "C", "C", "O", "S", "O", "O", "O", "H", "H", "H", "H", "C", "C", "O", "S", "O", "O", "O", "H", "H", "H", "H", "C", "C", "O", "S", "O", "O", "O", "H", "H", "H", "H", "C", "C", "O", "S", "O", "O", "O", "H", "H", "H", "H"], "coordinates": [[-4.103958, -0.191245, -2.963015], [-2.593357, -0.861699, -3.207373], [-1.881834, -0.330769, -4.585722], [-0.316172, -0.882826, -4.777560], [0.312587, -0.394603, -6.216615], [0.505307, -0.278712, -3.458082], [1.035340, 1.168058, -3.538452], [1.770271, 1.845495, -2.364604], [2.039464, 1.068568, -0.947135], [2.726083, 1.603405, 0.237475], [3.040508, 3.034133, 0.111141], [4.417676, 3.320897, -0.741211], [1.507075, -0.503096, -0.842972], [1.731156, -1.354448, 0.579182], [0.444184, -0.892816, 1.542358], [-0.531513, -1.932940, 2.350962], [0.139200, 0.464537, 1.644521], [0.728947, -1.222049, -2.095417], [0.205112, -2.771374, -1.966794], [-1.052121, -2.983512, -0.929317], [-4.485970, -0.689861, -1.947870], [-3.902216, 0.937055, -2.699250], [-4.832280, -0.358319, -3.863619], [-2.653064, -2.044717, -3.243540], [-1.990284, -0.609195, -2.217725], [-2.503222, -0.636698, -5.558090], [-1.814389, 0.850402, -4.537658], [-0.355352, -2.052876, -4.802037], [1.383065, -0.842502, -6.452746], [-0.380104, -0.767028, -7.114524], [0.408411, 0.767133, -6.342653], [0.895233, 1.728995, -4.425284], [2.112680, 2.953818, -2.516772], [2.155577, 3.697392, -0.299598], [3.254618, 3.424171, 1.218754], [5.020175, 4.149527, -0.133557], [5.127986, 2.397792, -0.853963], [4.090627, 3.796954, -1.785539], [2.730058, -1.047465, 1.109922], [1.669617, -2.509699, 0.401826], [-0.851197, -1.476027, 3.405142], [-1.555463, -2.067019, 1.757654], [-0.086924, -3.020269, 2.471603], [-0.704106, 0.601084, 2.263390], [-0.133754, -3.256339, -2.997667], [1.082095, -3.479363, -1.574817], [-0.646025, -3.545666, 0.042077], [-1.894860, -3.655567, -1.433989], [-1.542909, -1.987579, -0.543198], [3.489571, 7.576258, -4.740784], [3.985088, 7.308599, -3.322142], [3.241994, 6.177117, -2.874550], [2.920028, 5.215555, -4.152112], [3.908325, 4.160356, -4.183046], [1.498176, 4.963593, -4.187504], [3.286229, 6.289667, -5.322615], [2.528800, 8.101001, -4.730241], [4.210599, 8.150820, -5.328381], [3.826632, 8.161388, -2.657754], [5.046284, 7.038061, -3.319859], [7.731217, 6.636978, 1.218277], [8.779679, 6.147517, 0.222850], [8.151151, 6.234087, -1.053958], [7.107730, 7.487741, -1.046960], [7.767879, 8.627572, -1.643715], [5.816001, 7.009544, -1.481896], [7.060886, 7.714671, 0.566795], [6.994095, 5.855805, 1.430330], [8.179168, 6.977512, 2.155641], [9.100659, 5.123076, 0.425983], [9.653548, 6.807528, 0.214489], [-0.928104, -0.810016, 6.531974], [0.043326, -1.509964, 7.478609], [-0.712442, -2.558314, 8.080737], [-1.821047, -3.094098, 7.010991], [-1.290477, -4.273428, 6.363840], [-3.119535, -3.059801, 7.642780], [-1.721038, -1.850046, 5.962073], [-1.594029, -0.134888, 7.079050], [-0.410105, -0.251998, 5.747394], [0.441752, -0.835362, 8.240146], [0.872287, -1.965400, 6.926582], [-4.512571, -6.159192, 4.923857], [-3.541140, -6.859140, 5.870491], [-4.296909, -7.907489, 6.472620], [-5.405514, -8.443274, 5.402874], [-4.874943, -9.622604, 4.755722], [-6.704001, -8.408977, 6.034663], [-5.305505, -7.199221, 4.353955], [-5.178496, -5.484062, 5.470933], [-3.994572, -5.601174, 4.139276], [-3.142714, -6.184537, 6.632029], [-2.712180, -7.314575, 5.318465], [-6.816356, -3.680974, -1.812076], [-7.803767, -3.780669, -0.652423], [-7.001565, -3.738141, 0.525475], [-5.692454, -2.807501, 0.241633], [-5.960879, -1.482531, 0.754987], [-4.511127, -3.562195, 0.589923], [-5.816612, -2.758065, -1.383186], [-6.331916, -4.644359, -2.001163], [-7.292605, -3.327639, -2.730562], [-8.392812, -4.700314, -0.684810], [-8.477666, -2.917634, -0.633351]], "forces_ev_per_a": [[1.43, -0.48, 1.11], [-0.54, -0.25, 0.03], [0.35, 0.40, 0.13], [-0.39, 1.03, 0.13], [0.17, -0.19, -0.80], [1.40, 0.17, 1.73], [0.42, -3.02, 4.13], [-0.52, -2.77, 1.64], [-1.42, -1.50, -2.41], [-2.16, -0.16, -4.24], [1.36, 1.69, 0.94], [-0.47, 1.10, 0.03], [-0.47, 0.78, -2.27], [-1.46, 1.17, -0.25], [-1.83, 4.05, 1.01], [-0.41, -0.31, -0.28], [1.10, -5.74, -0.41], [1.63, 4.11, 0.10], [-0.01, -0.49, -0.13], [-0.13, -0.39, 0.76], [0.49, 1.11, -2.50], [-0.71, -2.11, -0.86], [1.41, 0.42, 1.87], [-0.02, 2.39, 0.00], [-0.98, -0.34, -2.35], [1.32, 0.62, 2.25], [-0.25, -2.34, -0.23], [0.39, 2.31, 0.50], [-2.22, 0.85, 0.82], [1.35, 0.81, 2.17], [-0.35, -2.14, 0.41], [0.24, -0.97, 1.53], [-0.85, -2.56, 0.08], [1.56, -1.69, 0.74], [-0.73, -1.24, -2.37], [-1.31, -1.72, -1.48], [-1.66, 1.65, 0.14], [1.24, -1.25, 2.25], [-1.99, -0.54, -1.18], [0.20, 2.36, 0.20], [1.01, -1.05, -2.32], [2.29, 0.37, 1.14], [-0.76, 2.34, -0.10], [1.04, -0.55, -0.69], [0.97, 1.54, 2.05], [-1.68, 1.88, -0.98], [-1.02, 1.15, -2.21], [1.90, 1.52, 1.19], [1.04, -1.93, -0.99], [-0.35, 0.82, 0.51], [0.81, 0.53, -0.95], [-0.93, -0.97, -0.89], [0.60, 1.06, -0.21], [-1.57, 0.76, -0.04], [1.54, -0.37, 0.24], [-0.07, -1.28, 0.85], [0.10, -0.01, -0.04], [-0.10, -0.34, 0.01], [-0.12, -0.36, -0.03], [-0.50, 0.21, -0.22], [0.12, -0.70, 0.24], [0.49, 0.35, 0.58], [-1.20, 0.54, -0.04], [0.71, 0.41, 0.11], [-1.36, -1.50, 0.64], [1.86, 0.55, 0.81], [0.21, 0.04, -1.18], [0.10, 0.03, 0.02], [-0.15, 0.16, -0.26], [-0.20, 0.12, -0.26], [-0.07, -0.10, 0.08], [0.12, 0.58, 0.54], [0.47, 0.20, -0.54], [-1.07, -0.13, -0.59], [-0.22, -0.20, 0.36], [-0.98, 1.31, 0.66], [1.76, -0.40, -0.91], [0.22, -0.94, 0.41], [0.11, -0.03, -0.05], [-0.15, -0.26, -0.01], [-0.24, -0.26, 0.03], [-0.03, 0.12, 0.03], [0.14, 0.54, 0.50], [0.47, 0.26, -0.47], [-1.07, -0.12, -0.52], [-0.17, -0.46, 0.11], [-0.98, 1.45, 0.77], [1.72, -0.31, -0.82], [0.20, -0.91, 0.46], [0.12, -0.02, -0.02], [-0.17, -0.27, -0.01], [-0.22, -0.26, -0.01], [-0.03, 0.13, 0.02], [-0.35, -0.74, -0.15], [-0.46, 0.39, -0.54], [1.29, 0.30, -0.23], [-0.31, 0.16, 0.34], [0.79, -1.68, -0.66], [-1.27, 1.11, -0.21], [-0.04, 0.23, 1.09], [-0.10, 0.06, 0.01], [0.21, 0.14, 0.22], [0.27, 0.09, 0.22], [0.02, -0.11, -0.08]]}



(2)
{"formula": "CH2INS", "method": "ωB97M-V/def2-TZVPD", "smiles": "NC(=S)I", "e_homo_ev": -8.3, "gap_ev": 8.0301, "relative_energy_kcal_mol": 23.7, "total_energy_ha": -789.88115, "multiplicity": 1, "charge": 0, "symbols": ["N", "C", "S", "I", "H", "H"], "coordinates": [[-0.771948, -0.369172, -0.104666], [0.449673, 0.133699, -0.075174], [0.476595, 2.123078, -0.068901], [2.164346, -0.973908, -0.064331], [-1.434570, 0.382553, 0.080051], [-0.884096, -1.296250, 0.233021]], "forces_ev_per_a": [[1.23, 0.73, 0.43], [-0.37, 5.78, -0.28], [0.21, -4.92, -0.04], [-0.11, -0.22, 0.01], [-0.34, -0.52, -0.16], [-0.61, -0.85, 0.04]]}



(3)
{"formula": "C19H18Cl2F3N3O2", "method": "ωB97M-V/def2-TZVPD", "smiles": "CCCN(CC(=O)Nc1ccc(F)c(F)c1F)CC(=O)Nc1c(Cl)cccc1Cl", "e_homo_ev": -8.6, "gap_ev": 9.2044, "relative_energy_kcal_mol": 6.5, "total_energy_ha": -2269.58859, "multiplicity": 1, "charge": 0, "symbols": ["C", "C", "C", "N", "C", "C", "O", "N", "C", "C", "C", "C", "F", "C", "F", "C", "F", "C", "C", "O", "N", "C", "C", "Cl", "C", "C", "C", "C", "Cl", "H", "H", "H", "H", "H", "H", "H", "H", "H", "H", "H", "H", "H", "H", "H", "H", "H", "H"], "coordinates": [[2.526441, -3.081632, 1.445298], [3.274039, -3.216053, 0.123941], [2.368985, -3.693032, -1.015078], [1.426451, -2.654945, -1.426897], [0.187766, -3.168733, -1.990271], [-1.001698, -2.250883, -1.714459], [-1.888302, -2.054384, -2.506933], [-0.952597, -1.757613, -0.441765], [-1.765647, -0.799351, 0.140650], [-2.961649, -0.352365, -0.417189], [-3.693693, 0.643635, 0.198314], [-3.248939, 1.210226, 1.379252], [-3.954247, 2.192262, 1.961749], [-2.069687, 0.771038, 1.970266], [-1.623168, 1.311858, 3.112112], [-1.348621, -0.233694, 1.348747], [-0.198362, -0.674183, 1.908112], [2.041171, -1.669908, -2.307081], [1.574488, -0.236414, -2.062108], [1.449637, 0.569560, -2.948154], [1.391395, 0.019451, -0.732103], [1.033979, 1.225204, -0.128008], [1.698532, 1.611062, 1.043364], [2.976193, 0.608802, 1.639846], [1.358368, 2.755289, 1.737099], [0.339093, 3.559613, 1.255250], [-0.338387, 3.205241, 0.104982], [-0.009624, 2.040567, -0.575817], [-0.959853, 1.591600, -1.942133], [2.109595, -4.040035, 1.746663], [3.202113, -2.742803, 2.226261], [1.714011, -2.363538, 1.374262], [4.079276, -3.943386, 0.242885], [3.734858, -2.260570, -0.134602], [1.800549, -4.554079, -0.657212], [2.985430, -4.031048, -1.861840], [0.242444, -3.332136, -3.076623], [-0.056543, -4.127003, -1.521490], [-0.104568, -1.994192, 0.063395], [-3.290445, -0.778944, -1.349842], [-4.612673, 1.000419, -0.236895], [3.123822, -1.664288, -2.149341], [1.866848, -1.894206, -3.369271], [1.805315, -0.655210, -0.097103], [1.884980, 3.011703, 2.642262], [0.066372, 4.456056, 1.788008], [-1.145736, 3.814315, -0.267672]], "forces_ev_per_a": [[0.21, -0.01, -0.17], [-0.26, -0.22, -0.02], [0.35, 0.01, 0.13], [0.10, -0.32, -0.05], [-0.08, -0.03, -0.21], [0.28, -0.09, 0.41], [-0.27, 0.03, -0.38], [0.31, -0.38, 0.26], [-0.42, 0.33, 0.30], [0.04, -0.18, 0.08], [0.12, 0.13, 0.35], [0.08, -0.14, -0.14], [0.12, -0.04, 0.09], [-0.06, 0.04, 0.03], [-0.10, -0.12, -0.21], [-0.14, -0.12, -0.21], [-0.15, 0.09, 0.00], [-0.06, 0.08, -0.15], [0.21, -0.19, -0.09], [0.23, 0.06, -0.19], [0.13, 0.04, 0.42], [0.05, 0.28, -0.07], [-0.21, 0.21, -0.14], [0.18, -0.09, 0.15], [-0.02, -0.07, -0.04], [0.01, -0.07, -0.04], [0.05, -0.05, -0.04], [0.10, 0.02, -0.01], [-0.13, 0.21, 0.03], [-0.08, -0.10, 0.06], [-0.02, 0.05, 0.14], [-0.13, 0.09, 0.06], [0.09, 0.06, -0.04], [0.11, 0.02, -0.07], [0.00, 0.00, -0.05], [-0.08, -0.04, 0.01], [-0.06, 0.05, 0.14], [0.06, 0.06, -0.03], [-0.17, 0.12, -0.21], [0.00, 0.01, 0.00], [-0.10, 0.06, -0.03], [-0.05, -0.01, 0.00], [0.03, 0.07, 0.13], [-0.22, 0.01, -0.21], [0.07, -0.01, 0.07], [-0.04, 0.10, 0.05], [-0.10, 0.05, -0.06]]}